DFT (ωB97M-V/def2-TZVPD) results for one molecule with the formula C5H8ClN.

XYZ file:
```
15
Properties=species:S:1:pos:R:3:nbo_charge:R:1
C -1.08512 -0.89114 1.37635 -0.17
C -0.52262 -0.76903 -0.06588 -0.26
C -0.22624 -0.05489 -1.35484 -0.39
C 1.12906 0.49433 -0.81293 -0.23
C -0.19899 0.24229 0.96266 -0.09
H -0.73481 -1.84305 1.75201 0.24
H 0.24538 -1.57743 -0.01638 0.20
H -0.83660 0.85159 -1.61497 0.21
H -0.05463 -0.68774 -2.18927 0.22
H 1.97113 -0.01356 -1.21379 0.19
H 1.19101 1.46975 -1.28669 0.18
H 1.45118 1.59397 0.94278 0.37
H -0.85806 1.07140 0.86434 0.18
N 1.22142 0.57543 0.70861 -0.61
Cl -2.69210 -0.46192 1.94799 -0.02
```

Computed properties:
Kohn-Sham gap = 10.100 eV
LUMO = 1.00 eV
Max |F| = 2.174 eV Å⁻¹
HOMO level = -9.10 eV
E = -19323.3224 eV
Relative energy (zero: lowest compared OMol25 entry of this formula, charge and spin) = 83.7 kcal/mol


DFT (ωB97M-V/def2-TZVPD) results for C19H21CoO2 as an isolated structure.

XYZ file:
```
43
Properties=species:S:1:pos:R:3:nbo_charge:R:1
C 0.85231 3.38336 2.68681 -0.39
C 1.11502 4.00926 1.42273 -0.42
C 0.21590 3.45172 0.45261 -0.39
H 1.88099 4.77128 1.26063 0.21
C -0.62198 2.49671 1.11461 -0.40
C -0.19524 2.40498 2.48574 -0.41
H -0.57828 1.72995 3.25375 0.22
H 1.40446 3.59660 3.60366 0.21
H 0.19867 3.76972 -0.58662 0.21
H -1.44253 1.95350 0.64171 0.21
C 2.20184 -0.25329 -0.91562 -0.32
C 3.16559 0.58247 -0.38543 -0.44
C 3.30279 0.27383 1.10639 0.00
H 3.79008 1.33202 -0.88321 0.19
C 2.16877 -0.69122 1.36321 -0.43
C 1.62953 -1.05100 0.14319 -0.29
H 0.88407 -1.81933 -0.00912 0.22
H 1.95287 -0.30848 -1.97510 0.19
H 4.27002 -0.23708 1.25964 0.15
H 1.90903 -1.06691 2.35449 0.20
Co 1.37784 2.03345 1.33423 0.80
O -0.78220 -1.76209 -1.10970 -0.48
C -0.96109 -0.47886 -1.87712 -0.13
C -2.01902 -1.17055 -1.03365 0.03
H -0.32841 0.30234 -1.42733 0.24
H -1.06729 -0.51803 -2.97454 0.18
H -2.30904 -0.54827 -0.16601 0.19
H -4.90057 -1.33622 -0.55284 0.21
C -4.43507 -2.14257 -1.13720 -0.22
C -3.07857 -2.04436 -1.60464 -0.04
C -2.60661 -3.06364 -2.47524 -0.19
H -1.61680 -2.98799 -2.95535 0.23
C -3.30833 -4.26240 -2.56080 -0.22
H -2.74377 -5.11097 -2.94193 0.21
C -4.61864 -4.36573 -2.09306 -0.24
H -5.12896 -5.31525 -2.19460 0.21
C -5.18267 -3.29096 -1.40305 -0.21
H -6.19067 -3.38920 -1.00921 0.20
C 4.41975 2.26391 1.95024 -0.25
O 3.23647 1.45255 1.96673 -0.61
H 5.06932 1.99922 1.10430 0.18
H 4.96180 2.09829 2.88486 0.17
H 4.10864 3.30925 1.88183 0.19
```

Computed properties:
2S+1 = 4
Kohn-Sham gap (alpha / beta) = 3.630 / 6.038 eV
LUMO (alpha / beta) = 2.82 / 2.81 eV
Max |F| = 2.850 eV Å⁻¹
Total charge = -1
HOMO level (alpha / beta) = -0.81 / -3.22 eV
E = -61759.8089 eV
Relative energy (zero: lowest compared OMol25 entry of this formula, charge and spin) = 34.3 kcal/mol


DFT (ωB97M-V/def2-TZVPD) results for Cl7O28Pb as an isolated structure.

XYZ file:
```
36
Properties=species:S:1:pos:R:3:nbo_charge:R:1
Pb -0.43805 0.02837 -0.19259 1.74
Cl -0.39703 2.93916 2.47905 2.58
O -0.26433 4.34873 2.61788 -0.92
O 0.19025 2.45248 1.25222 -0.86
O 0.28722 2.41275 3.61737 -0.88
O -1.76437 2.60842 2.71163 -0.88
Cl 1.92370 -2.95157 -1.12639 2.52
O 1.93686 -4.02765 -2.11927 -0.87
O 0.68455 -2.21204 -1.08425 -0.92
O 1.99131 -3.45045 0.23455 -0.87
O 3.12574 -2.13057 -1.17540 -0.81
Cl 2.80755 -0.41261 2.68150 2.57
O 1.64845 -0.16364 1.80038 -0.89
O 2.37315 -0.94850 3.91042 -0.87
O 3.77275 -1.32330 2.07487 -0.88
O 3.54665 0.79186 2.90814 -0.90
Cl -1.22152 1.58331 -4.21656 2.58
O -1.00057 1.36645 -2.80974 -0.90
O -1.28571 2.97368 -4.22604 -0.88
O -0.25874 0.91576 -5.09708 -0.87
O -2.43825 0.97294 -4.64525 -0.90
Cl -1.41512 -2.18934 3.19336 2.54
O -1.44843 -1.04502 2.26378 -0.89
O -0.32951 -3.11750 2.98852 -0.84
O -1.35460 -1.61604 4.49912 -0.87
O -2.59984 -3.00382 2.97862 -0.90
Cl 2.87137 1.50285 -1.93818 2.61
O 2.82194 2.95320 -2.14476 -0.92
O 4.21612 1.20065 -1.65036 -0.87
O 1.92579 1.06540 -0.99589 -0.89
O 2.54136 0.93612 -3.20815 -0.89
Cl -4.51682 -0.42695 -1.09214 2.56
O -4.78665 -0.14553 -2.48118 -0.86
O -3.04833 -0.49077 -0.87864 -0.92
O -5.18249 0.38899 -0.13142 -0.84
O -4.91439 -1.78582 -0.99812 -0.91
```

Computed properties:
Kohn-Sham gap = 7.140 eV
LUMO = 10.12 eV
Max |F| = 5.804 eV Å⁻¹
Total charge = -5
HOMO level = 2.98 eV
E = -150172.8157 eV
Relative energy (zero: lowest compared OMol25 entry of this formula, charge and spin) = 39.6 kcal/mol


DFT (ωB97M-V/def2-TZVPD) results for C26H36GaNOSi as an isolated structure.

XYZ file:
```
66
Properties=species:S:1:pos:R:3:nbo_charge:R:1
C 0.67819 -3.90659 0.37630 -0.29
C -0.65001 -3.46412 0.29583 -0.28
C -0.73230 -2.41550 -0.66208 -0.19
H -1.50159 -3.87655 0.83380 0.22
C 0.53770 -2.18379 -1.20139 -0.31
C 1.47948 -3.08115 -0.53738 -0.56
H 0.77180 -1.52328 -2.03508 0.23
C 0.34830 -0.76308 2.91070 -0.44
C -0.86069 -1.52663 2.79184 -0.26
C -1.85789 -0.71036 2.23166 -0.28
H -0.96584 -2.56853 3.08920 0.22
C -1.29670 0.58611 1.99715 -0.03
C 0.05066 0.54973 2.39922 -0.29
H -1.64929 -1.90610 -0.95060 0.25
H 2.46463 -3.35681 -0.92080 0.25
H 1.06128 -4.77174 0.91912 0.23
H 0.74961 1.38808 2.34888 0.20
H -2.88070 -1.00655 1.99668 0.22
H 1.22617 -1.02808 3.50938 0.23
Ga 1.94918 -1.71858 1.10900 1.45
C -2.01485 1.83528 1.54985 -0.08
C -1.84444 2.90408 2.63807 -0.58
C -3.52067 1.59217 1.36920 -0.61
H -2.29932 2.56146 3.57472 0.22
H -2.35030 3.82721 2.33109 0.19
H -0.79084 3.13406 2.83224 0.21
H -3.96443 1.29372 2.32731 0.21
H -3.71331 0.81224 0.62589 0.24
H -3.99838 2.52070 1.03629 0.20
C -1.36621 2.38517 0.24286 -0.48
C -1.66289 1.61021 -1.03121 0.69
H -0.27033 2.42093 0.35619 0.23
H -1.70294 3.42585 0.09555 0.21
O -2.05085 0.44059 -1.01734 -0.63
N -1.46844 2.34943 -2.16367 -0.62
C -1.61662 1.89919 -3.54763 -0.23
H -1.04940 3.26354 -2.03947 0.39
C -2.35173 0.60156 -3.71277 -0.01
C -1.69268 -0.49649 -4.26863 -0.22
H -0.68081 -0.35483 -4.65486 0.21
C -2.31427 -1.74518 -4.28202 -0.21
H -1.76168 -2.61341 -4.64725 0.21
C -3.62494 -1.87789 -3.80755 -0.17
H -4.09649 -2.86242 -3.77173 0.21
C -4.33553 -0.74024 -3.39034 -0.22
H -5.37313 -0.82112 -3.05952 0.21
C -3.70299 0.50069 -3.36826 -0.19
H -4.24228 1.40070 -3.06399 0.21
H -0.61324 1.80834 -3.97806 0.19
H -2.15337 2.69004 -4.08958 0.20
C 5.23845 -1.48662 1.79378 -1.11
Si 4.46009 0.13659 1.25631 1.64
C 4.12684 1.20825 2.76228 -1.11
C 5.65307 1.02292 0.11994 -1.11
C 2.86115 -0.17195 0.31429 -1.51
H 6.01164 -1.26878 2.54449 0.25
H 5.72341 -1.99819 0.95030 0.24
H 4.51435 -2.18208 2.24499 0.22
H 5.01695 1.26381 3.40754 0.24
H 3.88103 2.23296 2.44559 0.24
H 3.29214 0.82850 3.36833 0.24
H 5.73503 0.49787 -0.84110 0.24
H 5.29493 2.04373 -0.07770 0.24
H 6.65600 1.09089 0.56065 0.24
H 2.18066 0.70026 0.31376 0.28
H 3.05967 -0.40022 -0.75024 0.26
```

Computed properties:
Kohn-Sham gap (alpha / beta) = 5.903 / 5.905 eV
LUMO (alpha / beta) = -1.14 / -1.14 eV
Max |F| = 3.046 eV Å⁻¹
HOMO level (alpha / beta) = -7.05 / -7.05 eV
E = -91335.5704 eV


DFT (ωB97M-V/def2-TZVPD) results for a 2-piece molecular cluster, C5H11N3 overall.

XYZ file:
```
19
Properties=species:S:1:pos:R:3:nbo_charge:R:1
C -0.67507 1.34135 3.04275 -0.04
C -0.82074 -1.43944 -1.22171 -0.57
C 0.34853 0.60005 -2.44254 -0.60
C 0.95271 -0.12727 -0.22854 0.20
C -0.09863 0.01426 -1.17902 -0.30
N -1.37675 0.48519 2.46908 -0.64
N 2.09155 -0.51625 1.78615 -0.59
N 1.44803 -0.46916 0.77069 0.01
H 0.41457 1.45761 2.76134 0.16
H -1.48657 -1.38531 -2.21395 0.20
H -1.51050 -1.42469 -0.46177 0.21
H -0.21117 -2.30248 -1.20816 0.22
H -0.52920 0.85526 -2.93822 0.21
H 1.00822 1.57339 -2.39256 0.23
H 0.70413 -0.13548 -3.12064 0.22
H -1.13021 2.01905 3.85346 0.17
H -0.91002 0.68217 -0.72059 0.24
H -1.02919 -0.10927 1.68126 0.34
H 2.81030 -1.11898 1.76297 0.34
```

Computed properties:
Kohn-Sham gap = 8.880 eV
LUMO = 0.74 eV
Max |F| = 5.684 eV Å⁻¹
HOMO level = -8.14 eV
E = -9828.5504 eV
Relative energy (zero: lowest compared OMol25 entry of this formula, charge and spin) = 123.5 kcal/mol


DFT (ωB97M-V/def2-TZVPD) results for C21H40CdP2 as an isolated structure.

XYZ file:
```
64
Properties=species:S:1:pos:R:3:nbo_charge:R:1
P 0.52519 2.06316 1.42740 1.57
P -0.57666 -1.71529 -0.67472 0.68
C -0.32137 1.10353 0.12039 -0.94
C -1.07066 -0.23069 0.35578 -0.73
H 0.32961 1.08325 -0.78638 0.21
H -1.10247 1.80152 -0.20640 0.31
H -1.01452 -0.50280 1.43365 0.22
H -2.13311 -0.05303 0.12358 0.25
C -0.95630 -1.49028 -2.48637 -0.97
H -0.32704 -2.22413 -3.01558 0.25
H -0.66215 -0.49186 -2.85733 0.26
H -2.01046 -1.68664 -2.75184 0.19
C -1.60819 -3.16376 -0.24299 -0.95
H -2.48077 -3.30499 -0.90429 0.22
H -1.94046 -3.12579 0.80441 0.23
H -0.93928 -4.03449 -0.35152 0.25
C 0.87991 3.67603 0.67034 -0.97
H 1.86793 3.99914 1.02943 0.26
H 0.12266 4.41556 0.96505 0.25
H 0.91026 3.57546 -0.42578 0.29
C -0.40793 2.12412 2.95225 -0.98
H -1.03379 1.22734 3.04451 0.27
H -1.02708 3.02476 2.97661 0.26
H 0.30508 2.15105 3.78774 0.26
Cd 1.76248 -0.52519 -1.17372 0.40
C -3.86476 0.64430 -1.00097 -0.21
C -3.11056 0.93249 -2.08376 -0.17
C -3.23823 2.21943 -2.83614 -0.45
C -3.18671 3.50971 -1.98279 -0.45
C -2.36573 3.42187 -0.72967 -0.18
C -2.85820 3.02300 0.45521 -0.18
C -4.28104 2.59930 0.65645 -0.45
C -4.85393 1.59078 -0.38278 -0.45
C 2.14562 1.34210 1.81868 -0.97
H -3.90196 -0.36660 -0.58160 0.21
H -2.55142 0.14928 -2.57350 0.23
H -4.18688 2.19851 -3.40514 0.22
H -2.43441 2.25854 -3.58665 0.22
H -2.73966 4.28970 -2.62031 0.22
H -4.21932 3.81364 -1.75973 0.21
H -1.34864 3.82419 -0.82055 0.20
H -2.27111 3.14453 1.37378 0.18
H -4.90968 3.50783 0.65827 0.22
H -4.38421 2.16267 1.66176 0.21
H -5.59445 0.98274 0.16139 0.22
H -5.40229 2.16686 -1.14191 0.21
H 2.26271 0.30908 1.48770 0.31
H 2.27247 1.39671 2.90167 0.24
H 2.92450 1.96306 1.37169 0.27
C 5.19546 -4.33519 -0.74025 -0.58
C 4.81724 -3.72866 0.61858 -0.19
C 4.31889 -4.90265 1.49016 -0.59
C 6.08207 -3.15101 1.27981 -0.59
C 3.81906 -2.66150 0.36285 -0.05
C 3.05912 -1.79482 -0.07778 -0.80
H 5.96509 -5.10352 -0.56056 0.19
H 5.57582 -3.57838 -1.42158 0.22
H 4.31493 -4.81478 -1.18288 0.21
H 5.14309 -5.63952 1.50489 0.19
H 4.08578 -4.60952 2.51753 0.21
H 3.44389 -5.38051 1.03589 0.21
H 6.47848 -2.31717 0.69685 0.21
H 5.87034 -2.80648 2.30015 0.20
H 6.83777 -3.95598 1.32101 0.19
```

Computed properties:
Kohn-Sham gap = 4.080 eV
LUMO = 0.07 eV
Max |F| = 2.645 eV Å⁻¹
HOMO level = -4.01 eV
E = -45560.1469 eV
Relative energy (zero: lowest compared OMol25 entry of this formula, charge and spin) = 0.0 kcal/mol